Here is 9 unconnected molecules or ions with the total composition C3H21NO10S at a distorted geometry from the Open Molecules 2025 dataset. Energies are from ωB97M-V with the def2-TZVPD basis set.

Geometry as ORCA input:
```
! wB97M-V def2-TZVPD RIJCOSX def2/J DEFGRID3
* xyz -2 1
O 0.273 -0.103 0.731
C 0.492 1.097 0.404
O 0.090 1.514 -0.668
C 1.541 1.757 1.399
C 0.584 2.466 2.192
S 0.914 2.083 4.067
N 2.523 2.707 0.658
H 2.196 0.985 1.817
H 0.529 3.530 1.977
H -0.564 2.200 2.117
H 2.061 3.488 0.277
H 2.970 2.135 -0.157
H -0.275 -1.044 -0.404
H 0.779 -2.135 -0.788
O -0.190 -1.727 -1.118
H -2.631 0.051 -2.484
H -3.748 -0.940 -2.001
O -3.569 -0.025 -2.128
H 3.825 -2.258 -1.345
H 2.382 -2.516 -0.868
O 3.011 -2.692 -1.694
H 2.234 -2.318 2.138
H 0.901 -2.093 1.565
O 1.696 -2.521 1.365
H -0.755 0.696 -1.910
H -0.963 -0.772 -2.559
O -1.107 0.149 -2.768
H -1.594 2.641 -2.491
H -2.897 2.065 -3.228
O -2.260 2.824 -3.160
H -2.992 -2.257 -0.526
H -1.474 -2.420 -1.163
O -2.511 -2.709 -1.279
H -1.108 -1.712 3.769
H -0.084 -0.557 4.057
O -0.279 -1.591 4.210
*
```

Kohn-Sham gap = 5.5 eV
LUMO energy = 4.823 eV
HOMO = -0.70 eV
energy relative to the best compared isomer or geometry (same formula, charge and spin) = 4.5 kcal per mole

---

Here is C7H7NO in the gas phase at a distorted geometry from the Open Molecules 2025 dataset. Energies are from ωB97M-V with the def2-TZVPD basis set.

Geometry as ORCA input:
```
! wB97M-V def2-TZVPD RIJCOSX def2/J DEFGRID3
* xyz 0 1
H 1.269 1.473 -3.035
N 0.853 1.498 -2.161
C 0.696 0.645 -1.289
C 1.363 -0.703 -1.049
C 1.274 -1.087 0.196
C 0.518 -0.227 0.979
O -0.556 -0.678 1.847
C -1.847 -0.223 1.177
C -1.380 0.808 0.174
C -0.067 0.669 -0.004
H 1.985 -1.106 -1.743
H 1.538 -2.039 0.808
H 1.303 0.408 1.407
H -2.509 -1.035 0.975
H -2.205 0.191 2.085
H -2.236 1.405 -0.369
*
```

structure (SMILES) = [H]/N=C1\C=C[C@@H]2OCC=C12
Kohn-Sham gap = 9.7 eV
LUMO energy = 0.614 eV
HOMO = -9.10 eV
energy relative to the best compared isomer or geometry (same formula, charge and spin) = 85.5 kcal per mole

---

Here is a molecular structure, C33H35F4MgN5O4S2Se from the Open Molecules 2025 dataset. Energies are from ωB97M-V with the def2-TZVPD basis set.

Geometry as ORCA input:
```
! wB97M-V def2-TZVPD RIJCOSX def2/J DEFGRID3
* xyz 0 1
Mg -0.802 -0.758 0.908
C -0.919 -3.904 -0.804
N -1.777 -2.977 -0.079
C -2.555 -3.725 0.910
C -2.664 -2.292 -1.024
C -3.589 -1.301 -0.343
N -2.830 -0.466 0.572
C -3.495 0.427 1.322
C -2.753 1.271 2.181
F -1.388 1.130 2.139
C -3.282 2.193 3.036
F -2.442 2.914 3.809
C -4.647 2.400 3.116
C -5.413 1.623 2.271
F -6.751 1.781 2.277
C -4.885 0.685 1.408
F -5.766 0.012 0.627
H -1.503 -4.686 -1.311
H -0.241 -4.392 -0.102
H -0.327 -3.373 -1.553
H -3.250 -4.419 0.413
H -3.123 -3.039 1.537
H -1.880 -4.284 1.553
H -3.274 -3.016 -1.588
H -2.028 -1.760 -1.745
H -4.387 -1.849 0.165
H -4.072 -0.718 -1.137
H -5.085 3.131 3.778
O 1.251 0.035 -0.814
S 1.257 -0.956 -1.944
C 0.034 -0.387 -3.180
C 0.435 0.716 -4.143
C 0.783 2.048 -3.475
C -0.422 2.856 -2.964
S -0.827 2.836 -1.193
O -1.131 1.437 -0.769
C 0.778 3.302 -0.518
C 1.740 4.054 -1.180
C 2.907 4.409 -0.517
C 3.107 4.029 0.803
C 2.127 3.305 1.469
C 0.960 2.947 0.814
C 2.774 -0.659 -2.845
C 3.089 -1.423 -3.962
C 4.268 -1.167 -4.644
C 5.123 -0.163 -4.201
C 4.808 0.576 -3.068
C 3.627 0.327 -2.379
H -0.782 -0.062 -2.525
H -0.269 -1.296 -3.707
H -0.399 0.860 -4.837
H 1.286 0.392 -4.743
H 1.315 2.660 -4.205
H 1.480 1.862 -2.657
H -1.356 2.532 -3.430
H -0.318 3.924 -3.173
H 1.602 4.376 -2.202
H 3.661 4.989 -1.034
H 4.021 4.309 1.312
H 2.269 3.029 2.507
H 0.187 2.380 1.322
H 2.420 -2.211 -4.294
H 4.523 -1.751 -5.519
H 6.043 0.034 -4.737
H 5.480 1.349 -2.718
H 3.356 0.883 -1.488
Se 2.389 -3.550 0.906
N 3.442 -2.872 2.148
C 2.881 -1.741 2.527
C 3.337 -0.872 3.564
C 2.572 0.211 3.837
C 1.391 0.496 3.077
N 0.949 -0.245 2.109
C 1.664 -1.384 1.845
N 1.224 -2.231 0.947
H 4.252 -1.089 4.099
H 2.856 0.895 4.626
H 0.802 1.379 3.305
C -2.461 -2.274 4.753
O -2.125 -1.464 3.618
C -1.075 -1.900 2.824
O -0.514 -2.931 3.212
H -3.207 -1.715 5.313
H -1.583 -2.469 5.366
H -2.875 -3.230 4.428
*
```

Kohn-Sham gap = 5.1 eV
LUMO energy = -1.233 eV
HOMO = -6.30 eV
energy relative to the best compared isomer or geometry (same formula, charge and spin) = 43.9 kcal per mole

---

Here is a gas-phase ion, C3H10NO2 (charge +1) at a distorted geometry from the Open Molecules 2025 dataset. Energies are from ωB97M-V with the def2-TZVPD basis set.

Geometry as ORCA input:
```
! wB97M-V def2-TZVPD RIJCOSX def2/J DEFGRID3
* xyz 1 1
C 1.753 -1.219 -0.910
O 0.526 -0.517 -0.892
C -0.215 -0.511 0.334
O -1.611 -0.709 0.243
C -0.054 0.882 1.026
N -0.901 1.827 0.275
H 1.745 -1.614 -1.869
H 1.571 -1.933 -0.116
H 2.533 -0.566 -0.641
H 0.216 -1.240 1.013
H -1.767 -1.538 -0.351
H 0.924 1.113 1.191
H -0.418 0.881 2.098
H -1.711 1.206 0.026
H -0.350 2.004 -0.596
H -1.108 2.612 0.792
*
```

structure (SMILES) = CO[C@H](O)C[NH3+]
Kohn-Sham gap = 11.2 eV
LUMO energy = -3.439 eV
HOMO = -14.62 eV
energy relative to the best compared isomer or geometry (same formula, charge and spin) = 45.8 kcal per mole

---

Here is a gas-phase ion, C5H8N (charge +1) at a distorted geometry from the Open Molecules 2025 dataset. Energies are from ωB97M-V with the def2-TZVPD basis set.

Geometry as ORCA input:
```
! wB97M-V def2-TZVPD RIJCOSX def2/J DEFGRID3
* xyz 1 1
C -2.531 0.099 -0.624
C -1.214 0.759 0.000
C -0.039 -0.005 0.199
C 1.147 0.900 0.243
C 0.127 -1.399 0.226
N -2.414 0.122 0.602
H -2.980 -0.259 -1.501
H -1.203 1.891 -0.107
H 2.149 0.357 0.188
H 1.105 1.662 1.077
H 1.194 1.784 -0.435
H 0.900 -1.673 -0.339
H -0.751 -1.874 0.031
H 0.310 -1.692 1.287
*
```

Kohn-Sham gap = 9.3 eV
LUMO energy = -6.061 eV
HOMO = -15.39 eV
energy relative to the best compared isomer or geometry (same formula, charge and spin) = 101.8 kcal per mole

---

Here is a molecular structure, C48H39N2O2S4TeW at a distorted geometry from the Open Molecules 2025 dataset. Energies are from ωB97M-V with the def2-TZVPD basis set.

Geometry as ORCA input:
```
! wB97M-V def2-TZVPD RIJCOSX def2/J DEFGRID3
* xyz 1 1
W 0.200 -0.310 -0.456
S -1.838 1.335 -0.408
C -2.000 1.762 -2.080
C -2.798 2.867 -2.391
C -2.996 3.252 -3.697
C -2.404 2.546 -4.738
C -1.606 1.458 -4.452
C -1.414 1.060 -3.134
S -0.341 -0.348 -2.876
C -1.572 -1.727 -2.693
C -2.260 -1.817 -1.364
C -3.529 -2.367 -1.309
C -4.170 -2.489 -0.086
C -3.531 -2.000 1.044
C -2.281 -1.409 0.924
C -1.688 -0.736 2.127
S 0.152 -0.437 2.029
C 0.172 1.292 2.544
C -0.118 1.586 3.870
C -0.112 2.900 4.302
C 0.183 3.919 3.405
C 0.490 3.623 2.096
C 0.507 2.301 1.640
S 1.029 1.988 0.013
N -1.628 -1.349 -0.260
H -3.252 3.405 -1.574
H -3.616 4.110 -3.905
H -2.559 2.848 -5.761
H -1.114 0.909 -5.241
H -0.968 -2.618 -2.891
H -2.305 -1.618 -3.493
H -4.002 -2.695 -2.219
H -5.151 -2.927 -0.021
H -4.014 -2.020 2.009
H -1.895 -1.310 3.034
H -2.123 0.262 2.234
H -0.349 0.790 4.562
H -0.333 3.131 5.332
H 0.180 4.949 3.730
H 0.719 4.401 1.386
C 7.242 -2.222 -0.420
C 5.849 -1.687 -0.570
C 5.626 -0.318 -0.754
C 4.356 0.173 -0.952
C 4.084 1.630 -1.181
O 3.811 2.061 -2.277
C 4.121 2.465 0.039
C 4.002 1.913 1.315
C 3.912 2.741 2.417
C 3.964 4.118 2.263
C 4.098 4.670 0.998
C 4.168 3.848 -0.110
C 3.228 -0.681 -0.920
O 2.042 -0.204 -1.096
C 3.433 -2.058 -0.645
C 4.754 -2.526 -0.518
C 2.312 -2.949 -0.492
N 1.060 -2.586 -0.456
C 0.115 -3.683 -0.246
C -0.100 -3.938 1.233
Te -1.894 -5.070 1.751
C -2.440 -5.971 -0.115
C -3.795 -6.160 -0.352
C -4.223 -6.788 -1.508
C -3.304 -7.204 -2.456
C -1.953 -7.025 -2.218
C -1.520 -6.439 -1.040
C 2.692 -4.384 -0.352
C 2.728 -5.219 -1.462
C 3.100 -6.544 -1.314
C 3.453 -7.030 -0.066
C 3.426 -6.197 1.039
C 3.044 -4.874 0.900
H 7.971 -1.414 -0.434
H 7.477 -2.906 -1.235
H 7.342 -2.779 0.512
H 6.462 0.365 -0.753
H 3.947 0.840 1.438
H 3.795 2.312 3.401
H 3.895 4.760 3.130
H 4.136 5.742 0.876
H 4.253 4.250 -1.108
H 4.920 -3.578 -0.355
H 0.502 -4.598 -0.698
H -0.831 -3.461 -0.738
H -0.194 -2.990 1.758
H 0.750 -4.470 1.651
H -4.518 -5.838 0.384
H -5.278 -6.954 -1.668
H -3.638 -7.678 -3.367
H -1.228 -7.360 -2.945
H -0.462 -6.373 -0.838
H 2.468 -4.822 -2.433
H 3.124 -7.193 -2.176
H 3.758 -8.058 0.042
H 3.715 -6.573 2.008
H 3.040 -4.206 1.749
*
```

Kohn-Sham gap (alpha / beta) = 5.3 / 5.3 eV
LUMO energy (alpha / beta) = -3.884 / -3.883 eV
HOMO (alpha / beta) = -9.14 / -9.14 eV

---

Results for total energy: -1332.24492, -400.77452, -5650.54509, -325.24454, -249.66296, -4040.20760 (in Eh, following the order of the records).